No. 1
The following is a DFT calculation (ωB97M-V/def2-TZVPD) of a cluster of 4 separate species, C4H14O4 in total.

Each line ends with the Mulliken charge.
Element x y z (Å)
1 C -2.44 1.32 -1.31  -1.202
2 C -1.32 0.76 -2.12  -0.136
3 C 0.01 0.87 -1.84  0.566
4 C 0.97 -0.12 -2.37  -1.223
5 O 0.55 1.56 -0.88  -0.584
6 H -3.37 0.64 -1.31  0.315
7 H -2.63 2.40 -1.68  0.277
8 H -2.27 1.36 -0.22  0.319
9 H -1.58 0.31 -3.13  0.267
10 H 0.94 -0.34 -3.36  0.428
11 H 0.65 -1.13 -1.93  0.264
12 H 1.95 -0.15 -1.90  0.348
13 H 0.02 2.43 -0.58  0.371
14 O -1.69 -3.04 0.99  -0.647
15 H -0.95 -2.49 1.39  0.331
16 H -1.27 -3.90 0.90  0.302
17 O 0.77 -0.68 1.06  -0.649
18 H 1.63 -0.85 0.75  0.307
19 H 0.47 0.01 0.46  0.342
20 O 2.69 0.25 4.79  -0.619
21 H 2.61 -0.57 4.34  0.305
22 H 1.91 0.62 4.40  0.316

Calculated values
M, Da: 126.2
Structure (SMILES): C/C=C(/C)O.O.O.O
HOMO level, eV: -8.36
E, eV: -12563.03823
F_max, eV Å⁻¹: 6.42
Multiplicity: 1

***

No. 2
The following is a DFT calculation (ωB97M-V/def2-TZVPD) of a cluster of 2 separate species, C4H15N2O in total.

Each line ends with the Mulliken charge.
Element x y z (Å)
1 N 0.63 -1.54 -0.27  -1.869
2 C -0.54 -0.58 -0.46  -0.121
3 C -1.79 -1.34 -0.69  -1.460
4 C -0.57 0.24 0.91  -1.117
5 N -1.24 1.51 0.58  -0.336
6 C -0.25 2.57 0.39  -1.058
7 H 1.58 -1.10 -0.30  0.629
8 H 0.58 -2.22 -0.98  0.866
9 H 0.36 -1.97 0.64  0.869
10 H -0.17 0.11 -1.37  0.166
11 H -2.03 -2.09 0.16  0.333
12 H -2.67 -0.77 -0.79  0.465
13 H -1.83 -2.06 -1.52  0.518
14 H 0.44 0.51 1.29  0.418
15 H -0.95 -0.41 1.73  0.511
16 H -1.83 1.87 1.33  0.274
17 H -0.89 3.37 -0.10  0.306
18 H 0.64 2.16 -0.18  0.361
19 H 0.26 2.87 1.32  0.354
20 H 3.63 -0.01 0.08  0.374
21 H 3.61 -0.61 -1.26  0.260
22 O 3.02 -0.50 -0.50  -0.744

Calculated values
M, Da: 107.2
HOMO level (alpha / beta), eV: -2.80 / -9.58
E, eV: -9414.56465
F_max, eV Å⁻¹: 3.48
Multiplicity: 2

***

No. 3
The following is a DFT calculation (ωB97M-V/def2-TZVPD) of a cluster of 2 separate species, C4H15N2O in total.

Each line ends with the Mulliken charge.
Element x y z (Å)
1 N 0.40 -0.82 -1.53  -0.244
2 C 0.72 -0.28 -0.21  0.085
3 C 1.85 -1.09 0.48  -1.238
4 C -0.61 -0.47 0.72  -0.919
5 N -0.54 0.77 1.51  -0.259
6 C -1.75 1.11 2.17  -0.700
7 H -0.25 -1.67 -1.35  0.397
8 H -0.09 -0.05 -2.10  0.489
9 H 1.22 -1.11 -2.07  0.316
10 H 0.90 0.87 -0.32  0.235
11 H 2.00 -2.12 0.13  0.445
12 H 1.52 -1.35 1.53  0.318
13 H 2.81 -0.46 0.45  0.302
14 H -1.66 -0.51 0.21  0.412
15 H -0.46 -1.36 1.26  0.347
16 H 0.34 0.95 2.06  0.235
17 H -2.08 2.12 2.16  0.294
18 H -2.44 0.34 1.62  0.252
19 H -1.88 0.94 3.31  0.239
20 H -0.34 1.25 -4.09  0.296
21 H 0.36 1.84 -2.75  0.305
22 O -0.04 1.10 -3.20  -0.608

Calculated values
M, Da: 107.2
Charge: +1
HOMO level, eV: -12.12
E, eV: -9410.90968
F_max, eV Å⁻¹: 3.96
Multiplicity: 1

***

No. 4
The following is a DFT calculation (ωB97M-V/def2-TZVPD) of a cluster of 2 separate species, C4H15N2O in total.

Each line ends with the Mulliken charge.
Element x y z (Å)
1 N 0.20 -0.07 -1.67  -0.157
2 C -0.61 -0.44 -0.43  0.389
3 C -1.75 -1.42 -0.73  -1.315
4 C -1.02 0.81 0.38  -0.963
5 N -0.82 0.42 1.82  -0.404
6 C 0.48 0.94 2.27  -0.809
7 H 0.15 0.93 -1.83  0.365
8 H 1.21 -0.32 -1.63  0.326
9 H -0.29 -0.49 -2.45  0.379
10 H 0.12 -1.01 0.16  0.102
11 H -1.68 -1.93 -1.69  0.484
12 H -2.69 -0.87 -0.65  0.281
13 H -1.75 -2.13 0.09  0.347
14 H -0.32 1.61 0.15  0.413
15 H -2.03 1.11 0.11  0.453
16 H -1.57 0.93 2.26  0.287
17 H 0.80 0.30 3.11  0.316
18 H 1.27 0.78 1.53  0.201
19 H 0.45 1.97 2.62  0.347
20 H 3.41 -0.45 -0.33  0.329
21 H 3.50 -0.47 -1.93  0.307
22 O 2.96 -0.23 -1.16  -0.676

Calculated values
M, Da: 107.2
Charge: +1
HOMO level, eV: -12.96
E, eV: -9412.27946
F_max, eV Å⁻¹: 2.33
Multiplicity: 1

***

No. 5
The following is a DFT calculation (ωB97M-V/def2-TZVPD) of a cluster of 2 separate species, C4H15N2O in total.

Each line ends with the Mulliken charge.
Element x y z (Å)
1 C -2.40 -1.30 -0.46  -1.411
2 C -1.03 -0.68 -0.28  0.199
3 C -1.18 0.92 -0.23  -0.695
4 C 0.20 1.45 -0.58  -0.694
5 N 1.05 1.25 0.64  -0.197
6 N -0.18 -1.22 0.84  -0.627
7 H -2.87 -1.01 -1.41  0.383
8 H -2.37 -2.37 -0.23  0.377
9 H -3.09 -0.84 0.30  0.315
10 H -0.48 -0.77 -1.22  0.296
11 H -1.86 1.00 -1.05  0.380
12 H -1.73 1.47 0.67  0.293
13 H 0.23 2.48 -1.02  0.367
14 H 0.69 0.77 -1.29  0.384
15 H 0.85 1.97 1.34  0.340
16 H 0.90 0.23 0.82  0.412
17 H 2.07 1.30 0.57  0.352
18 H -0.81 -1.09 1.64  0.270
19 H 0.18 -2.18 0.76  0.248
20 H 4.36 -0.05 -0.43  0.314
21 H 3.89 -1.03 0.59  0.312
22 O 3.56 -0.31 0.04  -0.618

Calculated values
M, Da: 107.2
Charge: +1
HOMO level, eV: -13.89
E, eV: -9412.56031
F_max, eV Å⁻¹: 2.63
Multiplicity: 1

***

No. 6
The following is a DFT calculation (ωB97M-V/def2-TZVPD) of a cluster of 2 separate species, C4H15N2O in total.

Each line ends with the Mulliken charge.
Element x y z (Å)
1 C 0.66 -0.43 0.49  -0.555
2 N -0.30 -0.14 1.52  -0.664
3 C 0.13 0.07 -0.87  0.253
4 N 0.13 -1.04 -1.92  -0.223
5 C -0.47 -0.76 -3.25  -0.859
6 C 0.84 1.27 -1.44  -1.477
7 H 1.57 0.14 0.68  0.333
8 H 0.95 -1.46 0.34  0.373
9 H -0.47 0.84 1.69  0.232
10 H 0.04 -0.46 2.42  0.255
11 H -0.92 0.34 -0.69  0.262
12 H 1.11 -1.28 -2.04  0.411
13 H -0.27 -1.90 -1.52  0.403
14 H -1.38 -0.17 -3.25  0.328
15 H 0.34 -0.25 -3.78  0.373
16 H -0.84 -1.70 -3.70  0.333
17 H 0.81 2.07 -0.68  0.399
18 H 1.91 1.14 -1.67  0.396
19 H 0.34 1.69 -2.33  0.427
20 H -1.59 0.03 7.03  0.327
21 H -1.59 1.38 6.43  0.320
22 O -1.00 0.62 6.53  -0.646

Calculated values
M, Da: 107.2
Charge: +1
HOMO level, eV: -13.26
E, eV: -9412.08913
F_max, eV Å⁻¹: 1.99
Multiplicity: 1

***

No. 7
The following is a DFT calculation (ωB97M-V/def2-TZVPD) of a cluster of 2 separate species, C4H15N2O in total.

Each line ends with the Mulliken charge.
Element x y z (Å)
1 C 1.90 1.62 0.80  -1.195
2 C 0.70 0.73 0.43  0.270
3 C 0.93 0.26 -1.12  -0.830
4 C 0.04 -1.00 -1.53  -0.430
5 N -1.33 -0.76 -0.86  -0.221
6 N -0.64 1.36 0.48  -0.370
7 H 2.85 1.12 0.43  0.356
8 H 1.91 1.74 1.89  0.393
9 H 2.01 2.62 0.29  0.401
10 H 0.57 -0.23 1.09  0.317
11 H 1.99 -0.05 -1.13  0.457
12 H 0.68 1.12 -1.71  0.391
13 H -0.04 -1.03 -2.61  0.397
14 H 0.61 -1.93 -1.14  0.313
15 H -2.12 -1.17 -1.46  0.424
16 H -1.47 0.38 -0.50  0.436
17 H -1.34 -1.37 -0.01  0.241
18 H -0.55 2.34 0.08  0.381
19 H -0.96 1.52 1.40  0.313
20 H -2.42 -2.80 1.32  0.255
21 H -1.60 -2.19 2.41  0.322
22 O -1.73 -2.28 1.43  -0.621

Calculated values
M, Da: 107.2
Charge: +2
HOMO level (alpha / beta), eV: -19.85 / -19.84
E, eV: -9398.17738
F_max, eV Å⁻¹: 7.71
Multiplicity: 2

***

No. 8
The following is a DFT calculation (ωB97M-V/def2-TZVPD) of a cluster of 2 separate species, C4H15N2O in total.

Each line ends with the Mulliken charge.
Element x y z (Å)
1 N -0.70 -1.27 1.48  -0.041
2 C -1.54 -0.07 1.09  -0.552
3 C -1.50 0.16 -0.51  -0.565
4 N -0.10 0.09 -0.93  -0.039
5 C 0.80 1.24 -1.23  -0.154
6 C 0.75 2.24 -0.09  -1.221
7 H -0.27 -1.20 2.33  0.312
8 H -1.28 -2.00 1.49  0.323
9 H 0.03 -1.32 0.65  0.280
10 H -0.98 0.81 1.49  0.292
11 H -2.58 -0.06 1.43  0.399
12 H -2.28 -0.58 -1.05  0.405
13 H -2.01 1.07 -0.88  0.394
14 H -0.06 -0.67 -1.65  0.344
15 H 1.92 0.94 -1.42  0.340
16 H 0.44 1.50 -2.28  0.342
17 H 1.60 2.92 -0.02  0.363
18 H 0.75 1.82 0.96  0.325
19 H -0.16 2.78 0.04  0.442
20 H 2.12 -2.74 -0.33  0.336
21 H 2.24 -1.13 -0.44  0.302
22 O 1.88 -1.91 0.02  -0.626

Calculated values
M, Da: 107.2
Charge: +2
HOMO level (alpha / beta), eV: -20.04 / -19.99
E, eV: -9398.36749
F_max, eV Å⁻¹: 7.00
Multiplicity: 2

***

Which of these has the highest M?
C4H14O4

***

Among the records above, which one has the highest M?
C4H14O4